Record 1
The following is a DFT calculation (ωB97M-V with the def2-TZVPD basis set) of 13 unconnected molecules or ions with the total composition C13H4BBrCl48N2O2P2S.

Geometry (Å):
N (-2.764, -6.451, -0.183)
B (-2.411, -5.129, 0.394)
O (-1.183, -5.001, 1.139)
P (-3.574, -3.596, 0.109)
N (-2.705, -2.115, 0.669)
C (-2.006, -1.668, -0.334)
S (-1.365, -1.271, -1.830)
P (-5.400, -3.812, 1.287)
O (-6.804, -3.774, 0.306)
Br (-5.634, -1.963, 2.630)
H (-2.011, -7.142, -0.082)
H (-3.005, -6.293, -1.173)
H (-0.750, -4.138, 0.938)
H (-6.714, -4.346, -0.489)
C (1.081, -0.308, -5.134)
Cl (-0.600, -0.261, -4.558)
Cl (1.998, -1.500, -4.187)
Cl (1.105, -0.767, -6.849)
Cl (1.816, 1.297, -4.939)
C (-7.926, -7.646, -0.437)
Cl (-8.681, -7.498, 1.163)
Cl (-6.229, -7.128, -0.341)
Cl (-8.000, -9.337, -0.973)
Cl (-8.793, -6.617, -1.598)
C (-1.554, 2.569, 0.602)
Cl (-0.242, 2.802, 1.778)
Cl (-2.971, 3.516, 1.100)
Cl (-1.015, 3.107, -1.002)
Cl (-1.986, 0.847, 0.532)
C (-2.129, -3.136, 5.224)
Cl (-2.735, -1.606, 5.899)
Cl (-0.359, -3.187, 5.366)
Cl (-2.835, -4.497, 6.121)
Cl (-2.582, -3.250, 3.512)
C (1.763, -0.293, 7.404)
Cl (2.489, -1.429, 8.561)
Cl (2.276, -0.711, 5.756)
Cl (-0.006, -0.393, 7.504)
Cl (2.290, 1.359, 7.788)
C (5.427, -0.626, -6.327)
Cl (4.492, -2.130, -6.197)
Cl (4.739, 0.391, -7.611)
Cl (5.363, 0.248, -4.782)
Cl (7.117, -1.011, -6.719)
C (-4.180, 0.861, -6.109)
Cl (-3.259, 2.260, -6.700)
Cl (-3.975, -0.499, -7.233)
Cl (-3.585, 0.395, -4.501)
Cl (-5.901, 1.287, -6.001)
C (3.079, -1.480, 1.415)
Cl (3.819, -2.625, 2.555)
Cl (3.582, -1.883, -0.240)
Cl (1.309, -1.582, 1.539)
Cl (3.605, 0.170, 1.809)
C (4.757, 4.672, 6.783)
Cl (5.649, 6.068, 6.141)
Cl (4.918, 3.300, 5.665)
Cl (5.419, 4.224, 8.369)
Cl (3.039, 5.096, 6.957)
C (-0.849, 5.584, -6.267)
Cl (0.667, 5.448, -7.184)
Cl (-2.227, 5.332, -7.360)
Cl (-0.876, 4.356, -4.985)
Cl (-0.958, 7.201, -5.540)
C (8.302, 4.704, 3.578)
Cl (9.784, 4.587, 2.606)
Cl (6.889, 4.423, 2.539)
Cl (8.343, 3.483, 4.867)
Cl (8.194, 6.323, 4.300)
C (1.500, 6.449, -1.431)
Cl (0.470, 7.881, -1.645)
Cl (1.481, 5.477, -2.918)
Cl (3.164, 6.963, -1.079)
Cl (0.883, 5.472, -0.083)

Atomic forces in eV per Å
0.6 2.3 0.0
1.7 -1.4 1.4
-1.4 0.6 -2.0
0.0 1.1 -1.2
3.3 1.5 -4.6
-2.2 -2.1 0.0
-1.2 -1.1 4.0
-1.9 -1.3 1.2
1.8 0.6 0.1
0.0 -0.6 -1.3
-0.5 0.4 -0.1
-0.1 -0.6 0.7
-0.5 -0.7 0.7
0.1 0.4 0.6
0.1 0.0 0.0
0.6 0.2 -0.6
-0.4 0.2 0.0
0.0 0.1 0.3
-0.2 -0.2 0.0
-0.1 0.0 0.1
0.2 0.0 -0.3
-0.1 -0.1 0.0
0.0 0.3 0.1
0.1 -0.1 0.2
-0.1 0.0 0.0
-0.2 -0.1 -0.1
0.2 -0.1 -0.1
-0.3 -0.4 0.1
0.0 1.1 0.6
0.0 -0.1 0.0
0.0 -0.3 -0.2
-0.3 0.0 -0.1
0.1 0.2 -0.1
0.3 0.0 0.5
-0.1 0.0 0.0
-0.1 0.2 -0.2
0.0 0.1 0.2
0.4 0.1 0.1
-0.1 -0.2 -0.1
0.0 0.0 0.0
0.4 0.2 -0.2
0.1 -0.2 0.2
0.0 -0.2 -0.2
-0.3 0.1 0.1
0.0 0.0 -0.1
-0.2 -0.3 0.1
0.0 0.2 0.2
-0.5 0.1 -0.1
0.3 -0.1 0.0
0.0 0.0 0.0
-0.1 0.2 -0.2
-0.1 0.1 0.3
0.2 0.1 0.0
-0.1 -0.3 -0.1
0.0 0.1 0.0
-0.4 -0.4 0.3
-0.1 0.2 0.2
-0.1 0.1 -0.3
0.3 -0.1 0.0
0.0 0.0 0.1
-0.2 0.0 0.2
0.2 0.1 0.1
-0.1 0.1 -0.3
0.0 -0.3 -0.1
0.0 0.0 0.0
-0.2 0.0 0.1
0.2 0.1 0.2
0.1 0.2 -0.2
0.4 -0.2 -0.3
0.0 0.0 0.1
0.2 -0.2 0.0
0.0 0.2 0.3
-0.2 -0.1 -0.1
0.4 0.5 -0.1

- M: 2106.66 g/mol
- Total charge: 0
- HOMO-LUMO gap: 0.2606 Ha
- Electronic energy: -26526.63167 Eh

***

Record 2
The following is a DFT calculation (ωB97M-V with the def2-TZVPD basis set) of a molecular structure, C13H4Cl5F6NO5RhSb.

Geometry (Å):
Rh (0.224, -1.096, 1.612)
Cl (2.841, -4.915, -4.015)
C (2.447, -3.814, -2.813)
C (1.334, -4.081, -1.955)
Cl (0.425, -5.498, -2.182)
C (1.012, -3.198, -0.963)
Cl (-0.312, -3.494, 0.079)
C (1.778, -2.003, -0.765)
O (1.551, -1.141, 0.130)
C (2.894, -1.749, -1.656)
Cl (3.774, -0.327, -1.406)
C (3.217, -2.640, -2.650)
Cl (4.537, -2.342, -3.684)
O (0.276, 0.830, 1.442)
C (-0.667, 0.823, 0.560)
O (-1.080, -0.356, 0.295)
C (-1.187, 2.036, -0.048)
C (-2.227, 1.938, -0.970)
C (-2.725, 3.090, -1.551)
C (-2.162, 4.300, -1.187)
C (-1.133, 4.420, -0.271)
C (-0.637, 3.267, 0.308)
N (-2.693, 5.539, -1.815)
O (-3.586, 5.405, -2.621)
O (-2.181, 6.583, -1.484)
H (-2.641, 0.972, -1.222)
H (-3.530, 3.067, -2.269)
H (-0.742, 5.396, -0.029)
H (0.166, 3.317, 1.031)
F (-0.044, -3.274, 2.981)
Sb (0.147, -2.126, 4.498)
F (-0.956, -0.954, 3.260)
F (-1.404, -2.755, 5.272)
F (0.390, -0.638, 5.562)
F (1.399, -3.193, 5.328)
F (1.498, -1.389, 3.197)

Atomic forces in eV per Å
-0.2 0.1 -0.5
0.0 0.0 0.0
0.0 0.0 0.1
0.0 0.0 -0.1
0.0 0.0 0.0
-0.1 -0.1 0.0
0.1 0.0 0.1
0.0 0.0 -0.1
0.0 0.0 0.2
0.0 0.0 0.0
0.0 0.0 0.0
0.0 0.0 0.0
0.0 0.0 0.0
0.0 0.1 0.0
0.0 0.0 0.1
0.0 -0.1 0.0
0.0 0.0 0.0
0.0 0.0 0.0
0.0 0.0 0.0
0.0 0.0 0.0
0.0 0.0 0.0
0.0 0.0 0.0
0.1 0.0 -0.1
0.0 0.0 0.0
0.0 0.0 0.0
0.0 0.0 0.0
0.0 0.0 0.0
0.0 0.0 0.0
0.0 0.0 0.0
-0.1 0.0 0.2
-0.1 -0.1 -0.2
0.1 0.0 -0.1
0.0 0.0 0.1
0.0 0.0 0.0
0.0 0.0 0.0
0.1 -0.1 0.1

- M: 770.10 g/mol
- Total charge: +1
- Relative energy (zero: lowest compared OMol25 entry of this formula, charge and spin): 0.000 eV
- HOMO-LUMO gap (alpha / beta): 0.2815 / 0.2276 Ha
- 2S+1: 2
- Electronic energy: -4179.43011 Eh